1.
Molecular formula: C11H10N2OS
Method: DFT, ωB97M-V/def2-TZVPD

Geometry as XYZ:
```
25
Properties=species:S:1:pos:R:3:forces:R:3
O -3.53861 -2.05280 0.19224 -0.191 -0.307 0.164
C -2.82586 -1.17040 -0.17294 -0.095 -0.211 0.225
N -2.75672 -0.45554 -1.33000 -0.242 0.017 -0.616
C -1.62605 0.35257 -0.96694 0.165 0.521 -0.265
S -1.96681 2.10845 -0.63991 0.169 -0.033 -0.155
C -2.19139 1.71336 1.06296 0.000 0.242 -0.477
N -2.01310 0.53168 1.44167 -0.276 -0.143 1.077
C -1.65050 -0.37037 0.41850 2.937 -0.932 0.371
C -0.25473 -1.18169 0.87872 -2.625 0.795 -0.788
C 0.97955 -0.52171 0.38106 0.103 -0.045 0.065
C 1.64037 -1.02186 -0.73462 0.027 0.040 0.024
C 2.82935 -0.45445 -1.15916 0.032 0.009 -0.082
C 3.36458 0.62351 -0.47545 0.090 0.064 -0.044
C 2.70198 1.14021 0.62650 0.050 0.094 0.003
C 1.51570 0.57236 1.05245 -0.039 -0.049 -0.042
H -3.32953 -0.45218 -2.15873 -0.059 -0.083 0.015
H -0.75472 0.25849 -1.61741 -0.065 -0.047 0.167
H -2.46496 2.50568 1.73559 -0.140 0.225 0.238
H -0.35657 -2.19354 0.49093 0.110 -0.080 0.074
H -0.30274 -1.19283 1.96416 -0.012 -0.099 0.025
H 1.23270 -1.87534 -1.25956 -0.037 -0.086 -0.016
H 3.34457 -0.86261 -2.01631 0.042 -0.023 -0.071
H 4.30048 1.05650 -0.79715 0.059 0.040 -0.023
H 3.11995 1.97923 1.16349 0.027 0.070 0.030
H 1.00305 0.96327 1.91992 -0.030 0.023 0.102
```
Positions in Å, forces in eV/Å.

- energy relative to the best compared isomer or geometry (same formula, charge and spin) (kJ/mol) = 75.9
- E_LUMO (eV) = 0.58
- total energy (Eh) = -1008.096153
- net charge = 0
- maximum force (hartree/bohr) = 0.0604
- HOMO energy (eV) = -8.99



2.
Molecular formula: C5H8N2
Method: DFT, ωB97M-V/def2-TZVPD

Geometry as XYZ:
```
15
Properties=species:S:1:pos:R:3:forces:R:3
C -0.54073 1.87923 0.68457 -3.907 -0.430 0.263
C -1.24478 0.61122 0.28062 -3.423 0.496 -1.303
C -1.05253 -0.59235 0.80362 -1.526 1.897 -1.236
C -1.80096 -1.76830 0.64228 0.602 0.000 -0.347
N -2.19147 -2.83864 0.56688 -0.774 -0.887 -0.130
H -0.14917 2.35029 -0.11215 1.623 1.479 -3.046
H 0.15695 1.79728 1.39818 2.926 -1.080 2.483
H -1.15964 2.68615 1.13187 -0.595 -0.802 -0.380
H -2.19371 0.68674 -0.42524 2.239 0.203 1.214
H -0.32883 -0.59578 1.49612 2.714 -0.792 2.537
C 1.17542 -2.37436 -1.06844 -0.051 -0.604 -0.271
N 1.57024 -1.56789 -0.19435 0.347 -1.202 2.013
H 0.81189 -3.44644 -0.87270 0.323 1.846 0.125
H 1.20199 -2.03027 -2.07982 -0.068 -0.404 -1.166
H 2.02880 -0.71567 -0.47739 -0.431 0.281 -0.756
```
Positions in Å, forces in eV/Å.

- energy relative to the best compared isomer or geometry (same formula, charge and spin) (kJ/mol) = 291.8
- E_LUMO (eV) = 0.69
- total energy (Eh) = -304.724361
- net charge = 0
- maximum force (hartree/bohr) = 0.0775
- HOMO energy (eV) = -9.76



3.
Molecular formula: C4H8ClN
Method: DFT, ωB97M-V/def2-TZVPD

Geometry as XYZ:
```
14
Properties=species:S:1:pos:R:3:forces:R:3
C -1.13434 1.57449 -0.52389 -0.110 1.192 0.704
C -1.21085 0.39286 0.07567 2.596 -1.700 -0.025
Cl -2.83139 -0.24329 0.34974 0.893 -0.166 0.323
N 0.00187 -0.55008 0.46282 -2.803 2.119 -1.489
C 0.40940 -1.42202 -0.67056 -3.113 0.576 0.340
C 1.15644 0.15240 1.00134 1.384 -1.737 -0.003
H -1.98382 2.25791 -0.47714 -0.261 -0.635 -0.408
H -0.27630 2.13836 -0.88908 0.426 -0.853 0.348
H 0.38954 -0.88395 -1.63036 0.674 -0.032 0.218
H 1.32042 -1.89035 -0.40562 0.902 -0.518 -0.058
H -0.41974 -2.14962 -0.74078 0.665 -0.148 -0.169
H 1.67146 -0.62758 1.61942 -0.740 0.824 0.655
H 2.01648 0.18727 0.28781 -0.879 1.318 -0.269
H 0.89081 1.06358 1.54062 0.367 -0.239 -0.166
```
Positions in Å, forces in eV/Å.

- energy relative to the best compared isomer or geometry (same formula, charge and spin) (kJ/mol) = 163.0
- E_LUMO (eV) = 1.01
- total energy (Eh) = -672.074658
- net charge = 0
- maximum force (hartree/bohr) = 0.0742
- HOMO energy (eV) = -8.86



4.
Molecular formula: C12H28N3O4S
Method: DFT, ωB97M-V/def2-TZVPD

Geometry as XYZ:
```
48
Properties=species:S:1:pos:R:3:forces:R:3
C 7.10396 1.84316 3.62144 0.612 -0.282 -0.247
C 6.22112 1.06472 3.90678 -1.161 0.294 0.900
C 5.06860 0.31590 4.29456 0.560 -0.198 -1.030
N 5.34988 -1.10644 3.85299 -0.462 0.205 0.171
C 3.81180 0.73252 3.48354 0.592 -0.385 0.035
S 3.29698 2.43961 3.64404 0.200 0.608 0.755
O 4.32653 3.39472 3.34998 0.274 -0.100 -0.806
O 2.64692 2.65305 4.91248 -0.643 -0.528 0.186
H 7.96547 2.45166 3.62266 0.177 0.282 -0.077
H 4.44027 -1.53273 3.69151 0.093 -0.347 0.233
H 5.77290 -1.07452 2.91673 -0.045 -0.024 -0.028
H 3.95823 0.43824 2.42462 -0.186 0.652 -0.131
H 2.97430 0.13210 3.85179 -0.225 0.293 0.034
H 2.32335 2.63064 2.69321 0.233 -0.502 0.017
C -0.14908 -0.82253 -1.06414 -0.176 -0.008 -0.074
C 0.36479 -1.11028 0.34232 0.217 0.132 -0.295
C 0.68504 0.15811 1.14846 -0.039 -0.173 0.330
O 1.90954 0.77448 0.80473 -0.286 0.156 -0.147
C 1.84685 1.64957 -0.30495 0.322 -0.035 0.031
N 1.52135 -2.00710 0.25373 -0.044 0.044 0.192
H 0.64427 -0.49137 -1.73537 0.064 0.013 0.080
H -0.58141 -1.72409 -1.50030 0.029 -0.019 0.033
H -0.92721 -0.05691 -1.05013 -0.001 -0.010 -0.027
H -0.43202 -1.63813 0.87582 0.033 0.031 0.086
H 0.79086 -0.12912 2.19862 0.083 0.011 -0.005
H -0.13926 0.88252 1.10266 -0.009 0.004 -0.124
H 0.89619 2.19032 -0.34430 -0.046 -0.060 -0.021
H 2.00878 1.10648 -1.23960 -0.134 0.081 -0.081
H 2.65536 2.37377 -0.19963 -0.003 -0.020 0.077
H 1.80958 -2.26755 1.19314 -0.029 -0.090 -0.021
H 2.30466 -1.45898 -0.09310 -0.002 -0.034 -0.063
C -6.12747 -1.06416 -3.78145 -0.172 0.054 -0.094
C -5.70238 -0.64447 -2.37835 0.177 -0.199 -0.235
C -4.47789 0.28484 -2.36081 -0.083 0.117 0.299
O -3.24107 -0.37160 -2.56092 -0.101 0.161 -0.187
C -2.89502 -0.59320 -3.91510 0.193 -0.198 0.148
N -5.48960 -1.84668 -1.56740 0.080 0.172 0.113
H -5.45290 -1.80237 -4.21486 0.054 0.019 0.050
H -7.12028 -1.51415 -3.75511 0.028 -0.030 0.050
H -6.16970 -0.20357 -4.45279 0.034 -0.008 -0.002
H -6.53579 -0.08576 -1.94157 0.061 0.047 0.062
H -4.41030 0.73180 -1.36498 0.052 -0.049 0.017
H -4.59409 1.11468 -3.07009 -0.024 -0.069 -0.097
H -3.22486 0.22705 -4.55920 -0.072 -0.014 0.003
H -3.30646 -1.54012 -4.27294 -0.055 0.072 -0.151
H -1.80851 -0.66377 -3.97084 -0.003 0.041 0.062
H -5.29245 -1.56794 -0.61013 -0.117 -0.037 0.030
H -4.61983 -2.27241 -1.87775 -0.052 -0.069 -0.052
```
Positions in Å, forces in eV/Å.

- E_LUMO (eV) = 2.06
- total energy (Eh) = -1337.256871
- net charge = -1
- maximum force (hartree/bohr) = 0.0291
- HOMO energy (eV) = -1.99



| no. | gap between HOMO and LUMO (eV) |
| --- | --- |
| 1 | 9.57 |
| 2 | 10.45 |
| 3 | 9.87 |
| 4 | 4.04 |